1.
Below is 11 unconnected molecules or ions with the total composition C44H81N3O27 in a non-equilibrium geometry, with properties calculated with wB97M-V/def2-TZVPD.

Element x y z (Å)
C 10.3232 23.8063 18.7041
C 10.1697 23.6262 20.1818
C 9.0474 22.6180 20.5306
O 9.5059 22.0701 21.7229
C 10.8251 22.1894 21.8110
O 11.5206 21.6970 22.5954
O 11.2863 22.9990 20.8686
H 11.2131 24.4280 18.4913
H 9.5009 24.3889 18.3997
H 10.3795 22.9129 18.1281
H 10.1143 24.6336 20.6234
H 8.9754 21.8360 19.7945
H 8.0582 23.1018 20.7711
C 14.7432 14.9885 20.6344
C 15.3909 15.4436 21.9316
C 16.8998 15.1914 21.8224
O 17.3657 16.4700 21.3829
C 16.4820 17.4156 21.7096
O 16.8274 18.5809 21.7888
O 15.3167 16.9312 22.0936
H 15.1738 15.6714 19.8470
H 13.6576 14.9528 20.6659
H 15.0239 14.0197 20.2997
H 14.9829 15.0530 22.8480
H 17.2238 14.4553 21.0613
H 17.3492 14.8841 22.7915
C 14.3529 20.1827 12.2925
C 13.9997 19.6323 13.6596
C 13.2302 20.5821 14.5900
O 11.8768 20.1231 14.6285
C 11.8595 18.8522 14.1626
O 10.8964 18.1492 14.1571
O 13.0540 18.5209 13.6030
H 15.1224 20.9318 12.5887
H 13.4566 20.6301 11.8149
H 14.7364 19.3567 11.6807
H 14.8985 19.3098 14.1227
H 13.3228 21.5796 14.2007
H 13.5379 20.5236 15.6668
C 15.3913 11.1379 15.5037
C 14.9514 12.4576 16.0101
C 14.3670 12.4728 17.4786
O 15.5820 12.7308 18.2314
C 16.4360 13.3453 17.3940
O 17.4373 13.8791 17.8002
O 16.0744 13.3339 16.1299
H 15.8138 11.0833 14.4778
H 14.5895 10.4235 15.4044
H 16.1754 10.6448 16.0984
H 14.3426 12.9181 15.2722
H 13.8965 11.5363 17.6832
H 13.5858 13.3166 17.5237
C 8.2295 18.5883 16.7858
C 8.8453 19.8945 16.2568
C 8.2932 20.4790 14.9766
O 7.2584 21.4440 15.3592
C 7.4564 21.7356 16.6360
O 6.8610 22.5773 17.2732
O 8.4426 20.9558 17.1414
H 8.2797 17.8225 16.0170
H 7.2387 18.5881 17.1952
H 8.9144 18.1816 17.5195
H 9.9516 19.8326 16.2090
H 7.8256 19.7759 14.2838
H 9.0667 21.0140 14.4098
C 14.7297 15.9262 11.7595
C 16.0513 16.5078 11.3080
C 16.9755 15.4719 10.7218
O 17.6125 16.1919 9.6601
C 16.9188 17.3149 9.3604
O 17.1803 18.0772 8.5060
O 15.9003 17.4511 10.2169
H 14.4112 16.4414 12.6849
H 14.9683 14.8729 12.0568
H 13.9769 15.8807 10.9583
H 16.5008 17.1094 12.1214
H 16.3745 14.6328 10.2680
H 17.7906 15.1574 11.4113
C 17.2939 19.1909 18.7315
C 18.1556 18.6886 17.5692
C 18.0081 17.2054 17.1755
O 17.5318 17.1674 15.8612
C 17.4191 18.4215 15.3746
O 17.0033 18.6408 14.2968
O 17.6176 19.3410 16.3361
H 17.8679 19.1529 19.6662
H 16.3754 18.5843 18.7871
H 17.0091 20.1512 18.4270
H 19.1658 19.0689 17.5429
H 17.2959 16.6661 17.7983
H 19.0095 16.7390 17.3095
C 14.1912 19.5039 23.9123
C 13.0598 18.6021 24.4885
C 11.6689 18.8010 23.8191
O 11.6087 17.6870 22.9002
C 12.5335 16.7530 23.1904
O 12.5447 15.6630 22.7226
O 13.3650 17.2133 24.1940
H 14.0020 20.5583 24.1585
H 14.1968 19.4095 22.8287
H 15.1560 19.1434 24.2810
H 13.1297 18.5461 25.5767
H 11.5429 19.7666 23.3301
H 10.9446 18.5358 24.6309
C 12.2552 10.6228 21.1062
C 12.2831 11.0808 19.6254
C 11.7336 9.9812 18.7378
O 12.8045 9.1668 18.1487
C 12.9601 7.8800 18.5926
N 11.5879 12.2711 19.3195
H 12.8744 9.7678 21.3955
H 11.2429 10.3073 21.3322
H 12.5221 11.4829 21.7439
H 13.3723 11.2542 19.3720
H 11.2667 10.4037 17.8183
H 11.0449 9.2640 19.1804
H 13.2379 7.8184 19.6388
H 13.7663 7.3961 18.0803
H 12.0921 7.2715 18.3758
H 11.8342 13.0160 19.9448
H 10.5914 12.1515 19.3713
C 8.2923 15.4059 19.1730
C 9.5249 15.7029 20.0515
C 9.1801 16.8467 20.9760
O 9.1440 18.1039 20.2488
C 8.1658 19.0633 20.5822
N 9.9777 14.5652 20.8004
H 7.4982 14.8681 19.6927
H 8.5523 14.8269 18.2137
H 7.9077 16.3696 18.8669
H 10.3234 15.9955 19.3621
H 10.0173 16.9528 21.7025
H 8.2740 16.6878 21.5333
H 8.1520 19.7190 19.6998
H 8.4865 19.6446 21.4583
H 7.1577 18.6633 20.7148
H 9.2141 14.1077 21.2438
H 10.6473 14.7924 21.5496
C 14.0534 17.0780 16.7328
C 12.8655 16.9822 17.6612
C 12.1354 18.3088 17.9584
O 12.8837 19.1484 18.7002
C 12.0914 19.9772 19.5585
N 11.9707 15.9460 17.1045
H 14.6964 17.9620 16.9573
H 13.5778 17.2334 15.7423
H 14.6532 16.1483 16.6576
H 13.2362 16.6472 18.6323
H 11.2259 18.0203 18.5003
H 11.7538 18.7640 17.0705
H 12.7532 20.5138 20.2022
H 11.5132 19.3386 20.2279
H 11.3956 20.6011 19.0226
H 11.3114 15.5411 17.8077
H 11.3770 16.3099 16.3600

As for the total energy: -3920.9330 a.u. The energy relative to the best compared isomer or geometry (same formula, charge and spin) comes out at 0.0 kJ/mol. The value obtained for the strongest force on any atom is 3.84 eV/A. Its frontier orbital gap is 9.69 eV. The value obtained for the HOMO energy is -9.21 eV. Its multiplicity is 1. The calculation puts the LUMO energy at 0.48 eV.

=====

2.
Below is a molecular structure, C23H43CeN2OP3Se in a non-equilibrium geometry, with properties calculated with wB97M-V/def2-TZVPD.

Element x y z (Å)
Ce -0.1763 1.0501 0.0615
P -0.8391 -1.7790 1.3298
P 2.3338 0.7922 1.3923
P -1.8052 -0.7193 -1.6118
H 1.7795 2.1162 -1.9199
C 0.7026 2.2620 -1.7790
C 0.2779 3.2134 -0.8359
H 0.9974 3.7408 -0.1886
C 0.3082 -3.2142 1.2393
C -0.5371 -1.2606 3.0855
C -2.4098 -2.6902 1.6250
C 3.6027 1.8014 0.5360
C 2.3525 1.5032 3.0826
C 3.2377 -0.7677 1.6657
C -1.7762 0.1326 -3.2421
C -3.6065 -0.7741 -1.2544
C -1.4777 -2.4624 -2.0676
H 0.0720 1.8606 -2.5906
H -0.7443 3.6305 -0.8297
H 0.2371 -3.7927 2.1725
H 1.3414 -2.8732 1.0942
H 0.0339 -3.8582 0.3937
H -0.7410 -2.1287 3.7365
H -1.2218 -0.4376 3.3461
H 0.5062 -0.9281 3.2172
H -2.2212 -3.4056 2.4409
H -2.7191 -3.2462 0.7295
H -3.2147 -2.0068 1.9344
H 4.5119 1.8553 1.1548
H 3.2181 2.8144 0.3523
H 3.8326 1.3364 -0.4334
H 3.3590 1.8690 3.3288
H 2.0454 0.7437 3.8131
H 1.6389 2.3355 3.1421
H 4.2961 -0.5551 1.8671
H 3.1617 -1.3940 0.7680
H 2.8142 -1.3163 2.5152
H -2.6644 -0.1457 -3.8286
H -0.8628 -0.1300 -3.7962
H -1.7785 1.2227 -3.0879
H -4.1539 -1.1407 -2.1345
H -3.9514 0.2385 -1.0049
H -3.8157 -1.4230 -0.3930
H -2.0360 -2.7300 -2.9762
H -1.7666 -3.1482 -1.2611
H -0.4025 -2.5798 -2.2529
C 3.2366 -1.0775 -3.8605
C 3.6711 0.2472 -4.0759
C 4.1923 0.6168 -5.3163
C 4.1456 -0.2754 -6.3910
C 3.6494 -1.5722 -6.1971
C 3.2491 -2.0001 -4.9278
Se 2.4476 -1.5097 -2.1553
H 1.7332 -2.7086 -2.6522
H 3.6068 0.9917 -3.2804
H 4.5942 1.6147 -5.4646
H 4.4534 0.0427 -7.3885
H 3.5834 -2.2483 -7.0519
H 2.8690 -3.0131 -4.7654
N -5.2808 1.2317 4.7368
C -4.6043 0.7028 3.6779
O -4.9390 -0.3470 3.1288
C -3.3754 1.4518 3.2752
C -2.6727 2.3370 4.1169
C -1.5474 3.0044 3.6345
C -1.1447 2.7896 2.3126
N -1.7618 1.8509 1.5371
C -2.8671 1.1903 2.0020
H -6.1964 0.8641 4.9263
H -5.1011 2.1545 5.0908
H -3.0035 2.4751 5.1480
H -0.9845 3.7073 4.2521
H -0.3550 3.3847 1.8423
H -3.3366 0.4841 1.3100

As for the total energy: -4986.5856 a.u. The expectation value of S² is 0.754. The energy relative to the best compared isomer or geometry (same formula, charge and spin) comes out at 0.0 kJ/mol. The value obtained for the strongest force on any atom is 5.38 eV/A. Its frontier orbital gap (alpha / beta) is 4.48 / 4.43 eV. The value obtained for the HOMO energy (alpha / beta) is -15.34 / -15.34 eV. Its multiplicity is 2. The calculation puts the LUMO energy (alpha / beta) at -10.86 / -10.91 eV. As for the charge: +3.

=====

3.
Below is a molecular structure, C47H37Cl2F6I2N4O8P2PbS4SbSe2 in a non-equilibrium geometry, with properties calculated with wB97M-V/def2-TZVPD.

Element x y z (Å)
Pb -3.1293 0.6896 -1.6736
Cl -4.5991 3.7581 -0.2032
C -3.1523 4.7574 -0.1063
Cl -1.6097 3.8693 -0.1093
H -3.1942 5.3175 0.8424
H -3.1627 5.4034 -0.9546
F -7.1873 -1.9014 2.5009
C -6.0091 -1.8235 1.8395
F -5.0748 -1.3232 2.6596
F -5.6220 -3.0241 1.4377
S -6.1389 -0.6426 0.4385
O -4.7414 -0.4309 0.1701
O -6.8835 0.4565 0.9648
N -6.9342 -1.4587 -0.6261
S -6.9052 -0.9102 -2.0695
O -8.2132 -0.5277 -2.5432
O -5.8243 0.0519 -2.2000
C -6.3871 -2.3044 -3.1479
F -5.7799 -3.2597 -2.4402
F -7.4836 -2.8478 -3.7054
F -5.5651 -1.8211 -4.0659
Se 0.7575 -3.0601 4.9035
P 1.6181 -2.2101 3.1897
C 2.9893 -1.0615 3.3776
C 4.2613 -1.4586 2.9949
C 5.3199 -0.5603 2.9820
C 5.1200 0.7382 3.4005
C 3.8536 1.1430 3.7862
C 2.7933 0.2544 3.7801
C 2.2136 -3.5041 2.0457
C 1.9052 -4.8190 2.3138
C 2.1032 -5.8169 1.3595
C 2.6522 -5.4687 0.1171
C 3.0353 -4.1489 -0.1303
C 2.7917 -3.1731 0.8176
C 0.4247 -1.3449 2.1532
C -0.5525 -0.2463 2.1172
N -1.1167 -0.2514 0.9109
N -0.4909 -1.2133 0.2983
N 0.3651 -1.9227 0.9514
P -1.1782 1.0639 3.1958
Se -3.0656 1.9697 2.8619
C 0.0503 2.4045 3.0813
C 0.9907 2.4809 2.0290
C 1.6218 3.7069 1.7973
C 1.3133 4.8219 2.5635
C 0.4069 4.7165 3.6079
C -0.2603 3.5369 3.8199
C -1.1224 0.2875 4.8251
C -2.0300 -0.7301 4.9863
C -2.2525 -1.2737 6.2496
C -1.4803 -0.8171 7.3055
C -0.4937 0.1647 7.1239
C -0.3124 0.7329 5.8626
H 4.4423 -2.4644 2.6336
H 6.3232 -0.8985 2.7181
H 5.9469 1.4336 3.3843
H 3.7161 2.1699 4.0979
H 1.8078 0.6506 4.0287
H 1.3734 -5.0838 3.2338
H 1.7796 -6.8391 1.5253
H 2.7593 -6.2154 -0.6544
H 3.3980 -3.8588 -1.1044
H 3.0679 -2.1551 0.5801
H 1.2224 1.6489 1.3910
H 2.2887 3.8315 0.9424
H 1.7246 5.8009 2.3385
H 0.2646 5.5625 4.2657
H -1.0512 3.4534 4.5701
H -2.6455 -1.0252 4.1635
H -3.0183 -2.0116 6.4039
H -1.6544 -1.2163 8.2928
H 0.0990 0.5096 7.9757
H 0.4260 1.5378 5.7213
I -2.9879 3.3592 -4.5614
I -3.0368 6.8882 -3.3688
O -2.2026 -3.2862 0.0745
S -1.9143 -2.7883 -1.2359
O -0.7864 -1.4878 -0.9939
O -2.9342 -2.0327 -1.9460
O -1.1907 -3.6373 -2.1284
S -2.8886 0.8510 -4.2899
Sb 0.5042 0.8073 -3.1828
C 1.1732 2.3525 -4.4606
C 0.5301 2.6545 -5.6568
C 0.9556 3.7778 -6.3866
C 1.9520 4.5894 -5.9128
C 2.6460 4.2512 -4.7668
C 2.2263 3.1579 -4.0213
C 0.7197 -0.7488 -4.6327
C 0.1146 -1.9588 -4.2892
C 0.2273 -3.0993 -5.0877
C 0.8811 -2.9972 -6.2943
C 1.4702 -1.7930 -6.6763
C 1.4011 -0.6597 -5.8597
C 2.3462 0.4946 -2.1247
C 3.3197 -0.4574 -2.4900
C 4.3483 -0.7287 -1.6112
C 4.4483 -0.0579 -0.4055
C 3.5219 0.9315 -0.0560
C 2.4641 1.1845 -0.9061
H -0.3135 2.0604 -5.9826
H 0.4804 4.0507 -7.3355
H 2.1530 5.5287 -6.4143
H 3.4743 4.8638 -4.4151
H 2.7572 2.8729 -3.0965
H -0.4243 -2.0221 -3.3592
H -0.1794 -4.0402 -4.7589
H 0.9416 -3.8664 -6.9307
H 2.0218 -1.7398 -7.6138
H 1.8512 0.2545 -6.2052
H 3.2521 -0.9628 -3.4263
H 5.1122 -1.4482 -1.8949
H 5.2663 -0.3279 0.2727
H 3.6683 1.4735 0.8671
H 1.7254 1.9366 -0.6305

As for the total energy: -12260.6860 a.u. The energy relative to the best compared isomer or geometry (same formula, charge and spin) comes out at 0.0 kJ/mol. The value obtained for the strongest force on any atom is 2.03 eV/A. Its frontier orbital gap is 5.98 eV. The value obtained for the HOMO energy is -2.76 eV. Its multiplicity is 1. The calculation puts the LUMO energy at 3.22 eV. As for the charge: -2.